No. 1
Molecular formula: C28H26AsN5O2S5SrTe
Method: DFT, wB97M-V/def2-TZVPD

Cartesian coordinates (Å):
Sr (-0.02, 0.05, 0.78)
C (9.37, -5.74, 3.14)
O (8.30, -5.80, 2.21)
C (8.18, -4.73, 1.37)
C (9.09, -3.69, 1.29)
C (8.86, -2.67, 0.37)
C (7.73, -2.66, -0.43)
C (6.83, -3.72, -0.35)
C (7.06, -4.75, 0.54)
N (7.65, -1.63, -1.43)
N (6.63, -0.91, -1.61)
C (5.53, -0.81, -0.74)
C (5.59, -0.76, 0.65)
C (4.47, -0.50, 1.42)
C (3.20, -0.25, 0.86)
O (2.16, 0.02, 1.54)
C (3.12, -0.32, -0.60)
N (1.89, -0.16, -1.16)
C (1.77, -0.21, -2.46)
C (2.87, -0.39, -3.32)
C (4.11, -0.57, -2.78)
C (4.27, -0.55, -1.38)
H (9.26, -6.61, 3.78)
H (9.31, -4.83, 3.75)
H (10.34, -5.77, 2.64)
H (9.97, -3.67, 1.91)
H (9.58, -1.86, 0.26)
H (5.94, -3.73, -0.98)
H (6.36, -5.58, 0.62)
H (6.53, -0.91, 1.15)
H (4.55, -0.45, 2.50)
H (0.77, -0.08, -2.86)
H (2.71, -0.40, -4.39)
H (4.98, -0.73, -3.41)
S (-5.08, -0.19, 1.93)
As (-3.04, -0.10, 2.58)
S (-2.10, 1.73, 1.69)
S (-1.92, -1.85, 1.66)
S (-2.58, -0.17, 4.65)
C (-2.87, 0.41, -4.59)
N (-3.35, 0.62, -3.25)
C (-4.61, 0.25, -2.78)
C (-4.66, 0.58, -1.47)
N (-3.45, 1.17, -1.17)
C (-2.64, 1.19, -2.24)
S (-1.05, 1.79, -2.33)
H (-3.24, -0.54, -4.96)
H (-1.78, 0.39, -4.55)
H (-3.18, 1.22, -5.25)
H (-5.33, -0.26, -3.41)
H (-5.38, 0.41, -0.69)
H (-3.13, 1.44, -0.21)
C (-2.21, -3.25, -3.31)
Te (-2.46, -2.34, -1.32)
C (-1.09, -3.92, -0.86)
C (-1.43, -5.05, -1.80)
C (-1.22, -6.38, -1.47)
C (-1.60, -7.39, -2.35)
C (-2.18, -7.07, -3.56)
C (-2.38, -5.73, -3.90)
C (-2.01, -4.71, -3.03)
H (-1.31, -2.82, -3.76)
H (-3.06, -3.07, -3.97)
H (-1.19, -4.19, 0.19)
H (-0.07, -3.56, -1.03)
H (-0.79, -6.63, -0.51)
H (-1.45, -8.43, -2.08)
H (-2.49, -7.85, -4.25)
H (-2.84, -5.48, -4.85)

Its highest occupied orbital energy is -1.6 eV. Its total charge is -2. The calculation puts the frontier orbital gap at 4.841 eV.



No. 2
Molecular formula: C4H10NO
Method: DFT, wB97M-V/def2-TZVPD

Cartesian coordinates (Å):
C (0.35, 0.92, -1.17)
C (-0.06, -0.41, -0.60)
C (-0.11, -0.50, 0.94)
C (-1.00, 0.58, 1.53)
O (-0.31, 1.76, 1.72)
N (0.81, -1.52, -1.05)
H (0.28, 0.83, -2.26)
H (1.41, 1.09, -0.97)
H (-0.19, 1.82, -0.90)
H (-1.06, -0.70, -0.92)
H (0.84, -0.53, 1.48)
H (-0.46, -1.53, 1.08)
H (-1.44, 0.25, 2.49)
H (-1.89, 0.88, 0.97)
H (1.25, -1.35, -1.94)
H (1.59, -1.59, -0.41)

Its highest occupied orbital energy (alpha / beta) is -9.5 / -9.5 eV. The calculation puts the frontier orbital gap (alpha / beta) at 10.638 / 8.213 eV. The spin multiplicity is 2. The expectation value of S² is 0.754.



No. 3
Molecular formula: C17H27NO2
Method: DFT, wB97M-V/def2-TZVPD

Cartesian coordinates (Å):
C (-1.46, -3.15, 0.30)
C (-2.35, -2.78, -0.88)
O (-3.53, -2.10, -0.50)
C (-3.46, -0.79, -0.13)
C (-4.65, -0.24, 0.35)
C (-4.70, 1.08, 0.74)
C (-3.58, 1.88, 0.65)
C (-2.39, 1.35, 0.17)
O (-1.33, 2.20, 0.13)
C (-0.09, 1.73, -0.34)
C (0.94, 2.85, -0.21)
C (2.32, 2.43, -0.71)
C (3.03, 1.44, 0.23)
N (3.72, 0.42, -0.54)
C (4.92, -0.12, 0.08)
C (4.63, -1.09, 1.23)
C (3.76, -2.24, 0.73)
C (2.49, -1.67, 0.08)
C (2.87, -0.66, -1.01)
C (-2.33, 0.01, -0.22)
H (-0.61, -3.72, -0.05)
H (-1.11, -2.26, 0.81)
H (-2.03, -3.74, 1.01)
H (-1.79, -2.21, -1.63)
H (-2.72, -3.70, -1.36)
H (-5.52, -0.88, 0.41)
H (-5.63, 1.50, 1.11)
H (-3.60, 2.91, 0.96)
H (0.23, 0.86, 0.25)
H (-0.17, 1.42, -1.40)
H (0.58, 3.70, -0.79)
H (0.99, 3.16, 0.84)
H (2.94, 3.32, -0.82)
H (2.23, 1.98, -1.70)
H (2.31, 1.01, 0.93)
H (3.78, 1.97, 0.82)
H (5.54, 0.71, 0.42)
H (5.47, -0.65, -0.70)
H (4.11, -0.56, 2.03)
H (5.57, -1.47, 1.63)
H (3.50, -2.91, 1.55)
H (4.31, -2.81, -0.02)
H (1.88, -1.19, 0.85)
H (1.90, -2.47, -0.36)
H (1.96, -0.22, -1.44)
H (3.41, -1.18, -1.80)
H (-1.41, -0.39, -0.61)

Its highest occupied orbital energy is -8.1 eV. The SMILES is CCOc1cccc(OCCCCN2CCCCC2)c1. The calculation puts the frontier orbital gap at 8.858 eV.



No. 4
Molecular formula: C3H5NOS
Method: DFT, wB97M-V/def2-TZVPD

Cartesian coordinates (Å):
C (0.87, 0.08, -0.65)
C (1.87, 1.35, 1.33)
C (-0.36, -0.69, -0.37)
N (1.55, 0.57, 0.60)
O (-2.78, 0.17, 0.69)
S (-1.35, 0.60, 0.77)
H (1.67, -0.34, -1.49)
H (0.52, 1.18, -1.26)
H (-0.81, -0.85, -1.43)
H (-0.38, -1.70, 0.25)
H (-0.80, -0.38, 1.56)

Its highest occupied orbital energy (alpha / beta) is -5.7 / -10.8 eV. The calculation puts the frontier orbital gap (alpha / beta) at 6.281 / 7.559 eV. The spin multiplicity is 3. The expectation value of S² is 2.010.



No. 5
Molecular formula: C37H40Cl2N4O2PS2V
Method: DFT, wB97M-V/def2-TZVPD

Cartesian coordinates (Å):
V (-1.20, 0.20, -0.67)
C (-2.25, -4.05, 4.93)
C (-1.94, -3.04, 3.90)
C (-0.98, -2.09, 4.25)
C (-0.57, -1.09, 3.33)
C (0.39, -0.08, 3.69)
N (1.46, -0.36, 4.50)
C (2.19, -1.59, 4.51)
C (2.46, -2.12, 3.07)
C (3.10, -1.11, 2.12)
N (2.44, -1.18, 0.79)
C (3.02, -1.53, -0.31)
C (2.47, -1.59, -1.63)
C (3.41, -1.69, -2.66)
C (3.00, -1.70, -3.99)
C (3.97, -1.72, -5.09)
C (1.62, -1.61, -4.15)
C (0.67, -1.42, -3.15)
C (-0.63, -0.88, -3.48)
N (-1.44, -0.27, -2.68)
C (-2.76, 0.21, -3.17)
C (-3.80, -0.74, -2.62)
C (-4.16, -0.54, -1.15)
N (-3.01, -0.83, -0.29)
C (-3.31, -1.56, 0.77)
C (-2.37, -1.82, 1.83)
C (-2.69, -2.82, 2.76)
C (-1.29, -0.98, 2.07)
O (-0.91, -0.03, 1.19)
C (1.08, -1.42, -1.83)
O (0.30, -1.18, -0.86)
H (-2.74, -3.72, 5.87)
H (-1.31, -4.41, 5.29)
H (-2.78, -4.93, 4.56)
H (-0.55, -2.19, 5.29)
H (0.37, 0.97, 3.39)
H (2.03, 0.42, 4.84)
H (1.68, -2.36, 5.10)
H (3.19, -1.41, 4.92)
H (1.58, -2.50, 2.61)
H (3.16, -3.02, 3.19)
H (4.17, -1.40, 2.00)
H (3.06, -0.08, 2.47)
H (1.46, -0.95, 0.70)
H (4.10, -1.54, -0.31)
H (4.46, -1.73, -2.36)
H (3.77, -2.56, -5.79)
H (4.98, -1.93, -4.67)
H (3.93, -0.81, -5.68)
H (1.17, -1.66, -5.14)
H (-0.93, -0.86, -4.54)
H (-2.84, 0.11, -4.27)
H (-2.93, 1.24, -2.86)
H (-3.62, -1.81, -2.88)
H (-4.68, -0.63, -3.27)
H (-4.91, -1.26, -0.82)
H (-4.51, 0.47, -0.93)
H (-4.29, -1.97, 0.89)
H (-3.52, -3.44, 2.53)
S (-2.40, 2.27, -0.45)
P (-0.50, 3.09, -0.71)
S (0.80, 1.64, -1.17)
C (-0.51, 4.29, -2.10)
C (0.53, 4.38, -3.02)
C (0.43, 5.27, -4.04)
C (-0.70, 6.04, -4.27)
C (-1.75, 5.86, -3.39)
C (-1.68, 5.02, -2.28)
C (-0.05, 4.12, 0.80)
C (-0.05, 3.53, 2.03)
C (0.40, 4.24, 3.13)
C (0.64, 5.65, 3.02)
C (0.63, 6.25, 1.77)
C (0.35, 5.47, 0.65)
H (1.44, 3.79, -2.90)
H (1.25, 5.42, -4.69)
H (-0.81, 6.69, -5.10)
H (-2.70, 6.43, -3.55)
H (-2.55, 4.86, -1.64)
H (-0.23, 2.47, 2.02)
H (0.50, 3.68, 4.06)
H (0.83, 6.20, 3.99)
H (0.86, 7.31, 1.63)
H (0.50, 5.88, -0.36)
Cl (1.11, -6.43, 1.57)
C (0.44, -7.00, 0.03)
Cl (1.67, -7.90, -0.86)
H (0.02, -6.21, -0.54)
H (-0.31, -7.74, 0.25)

Its highest occupied orbital energy (alpha / beta) is -8.2 / -10.2 eV. Its total charge is +1. The calculation puts the frontier orbital gap (alpha / beta) at 5.057 / 7.070 eV. The spin multiplicity is 4. The expectation value of S² is 3.800.



No. 6
Molecular formula: Br3HNP
Method: DFT, wB97M-V/def2-TZVPD

Cartesian coordinates (Å):
N (-0.01, -1.34, 0.15)
P (0.34, -0.74, -3.14)
Br (-0.03, 0.82, -4.68)
Br (-0.87, -2.44, -3.74)
Br (2.34, -1.16, -3.91)
H (0.43, -2.00, -0.58)

Its highest occupied orbital energy (alpha / beta) is -10.0 / -10.0 eV. The calculation puts the frontier orbital gap (alpha / beta) at 8.579 / 8.574 eV.



No. 7
Molecular formula: C3H5IO
Method: DFT, wB97M-V/def2-TZVPD

Cartesian coordinates (Å):
C (-1.64, -0.81, 0.05)
C (0.12, -0.45, 0.90)
C (0.99, 0.95, -0.77)
O (0.92, 0.51, 0.57)
I (0.09, -0.78, 2.96)
H (-2.04, -1.64, 0.60)
H (-1.48, -0.98, -1.00)
H (1.75, 0.37, -1.31)
H (1.28, 2.00, -0.74)
H (0.01, 0.83, -1.26)

Its highest occupied orbital energy (alpha / beta) is -7.7 / -8.4 eV. The calculation puts the frontier orbital gap (alpha / beta) at 7.360 / 8.316 eV.



No. 8
Molecular formula: C6H10O
Method: DFT, wB97M-V/def2-TZVPD

Cartesian coordinates (Å):
C (-1.41, 0.56, -1.44)
C (-1.48, 0.04, -0.20)
C (-0.80, -1.21, 0.13)
C (0.70, -1.36, 0.07)
C (0.55, -0.01, 0.61)
C (1.18, 1.14, -0.15)
O (0.51, 0.33, 1.94)
H (-1.35, 1.63, -1.60)
H (-1.19, -0.11, -2.25)
H (-1.88, 0.58, 0.68)
H (-1.33, -1.97, 0.74)
H (1.25, -1.51, -0.86)
H (1.06, -2.02, 0.86)
H (0.75, 2.14, 0.02)
H (1.25, 0.97, -1.22)
H (2.20, 1.15, 0.25)
H (0.00, -0.35, 2.41)

Its highest occupied orbital energy is -7.1 eV. The SMILES is C=C[C@H]1C[C@]1(C)O. The calculation puts the frontier orbital gap at 7.886 eV.



No. 9
Molecular formula: C23H18N4OPdS2
Method: DFT, wB97M-V/def2-TZVPD

Cartesian coordinates (Å):
Pd (-0.89, 0.85, 0.52)
N (-4.49, -0.04, -1.07)
C (-4.50, -1.17, -0.25)
C (-5.43, -2.19, -0.12)
C (-5.11, -3.19, 0.77)
C (-3.91, -3.19, 1.49)
C (-2.99, -2.17, 1.36)
C (-3.31, -1.14, 0.48)
N (-2.63, 0.03, 0.11)
C (-3.35, 0.62, -0.83)
C (-2.77, 1.80, -1.47)
C (-3.22, 2.69, -2.39)
S (-2.02, 3.87, -2.69)
C (-0.97, 3.11, -1.60)
N (-1.48, 2.05, -1.04)
H (-5.19, 0.21, -1.75)
H (-6.36, -2.21, -0.68)
H (-5.80, -4.02, 0.91)
H (-3.69, -4.01, 2.15)
H (-2.05, -2.19, 1.89)
H (-4.18, 2.73, -2.88)
H (0.02, 3.48, -1.37)
N (-0.73, -0.34, 3.33)
C (-0.68, 0.04, 2.25)
H (-0.80, -0.65, 4.28)
O (0.89, 1.86, 0.59)
S (2.15, 1.16, 1.20)
C (3.49, 1.76, 0.23)
C (3.33, 2.13, -1.10)
C (4.44, 2.55, -1.81)
C (5.69, 2.59, -1.19)
C (5.83, 2.23, 0.14)
C (4.72, 1.82, 0.87)
C (2.04, -0.54, 0.69)
C (2.34, -1.50, 1.64)
C (2.24, -2.84, 1.29)
C (1.82, -3.19, 0.02)
C (1.52, -2.22, -0.93)
C (1.64, -0.88, -0.60)
H (2.35, 2.10, -1.57)
H (4.34, 2.85, -2.84)
H (6.55, 2.93, -1.75)
H (6.80, 2.29, 0.62)
H (4.82, 1.56, 1.92)
H (2.66, -1.21, 2.63)
H (2.49, -3.60, 2.02)
H (1.74, -4.24, -0.25)
H (1.21, -2.50, -1.92)
H (1.44, -0.11, -1.33)

Its highest occupied orbital energy is -14.4 eV. Its total charge is +2. The calculation puts the frontier orbital gap at 8.181 eV.



No. 10
Molecular formula: C4H9IN2O
Method: DFT, wB97M-V/def2-TZVPD

Cartesian coordinates (Å):
C (1.29, 1.41, -0.91)
C (-1.87, -0.71, 0.49)
C (0.49, -1.35, 0.25)
C (-0.57, -0.23, -0.14)
N (2.33, 1.18, -0.34)
N (-0.17, 1.06, 0.54)
O (-1.09, 1.80, 0.93)
I (0.72, 2.06, -2.77)
H (-1.92, -0.25, 1.53)
H (-2.71, -0.36, -0.22)
H (-1.90, -1.87, 0.74)
H (0.40, -2.16, -0.57)
H (0.24, -1.79, 1.20)
H (1.48, -0.99, 0.23)
H (-0.65, -0.11, -1.28)
H (3.34, 1.32, -0.78)
H (0.61, 1.00, 1.11)

Its highest occupied orbital energy (alpha / beta) is -6.5 / -9.8 eV. The calculation puts the frontier orbital gap (alpha / beta) at 6.988 / 8.320 eV. The spin multiplicity is 3. The expectation value of S² is 2.012.



No. 11
Molecular formula: C21H37BBr2Cl2NO8
Method: DFT, wB97M-V/def2-TZVPD

Cartesian coordinates (Å):
C (-1.30, 1.54, 2.55)
C (-0.79, 0.14, 2.88)
O (0.33, -0.24, 2.08)
C (0.09, -1.18, 1.09)
O (0.89, -2.05, 0.95)
C (-1.16, -1.02, 0.26)
C (-0.94, -0.91, -1.28)
C (0.49, -0.87, -1.83)
B (0.66, -0.15, -3.29)
N (2.11, -0.08, -3.84)
C (3.22, -0.11, -3.24)
C (3.50, 0.49, -1.86)
C (4.44, -0.67, -3.94)
C (0.05, 1.42, -3.41)
Br (-0.30, 1.99, -5.21)
C (-0.10, 2.35, -2.46)
C (0.21, 2.21, -1.00)
Br (-0.70, 4.14, -2.83)
C (-0.13, -1.08, -4.46)
Cl (-1.93, -0.87, -4.39)
C (0.18, -2.57, -4.61)
C (1.65, -2.95, -4.50)
Cl (-0.75, -3.67, -3.50)
H (-0.69, 2.31, 3.03)
H (-2.34, 1.65, 2.85)
H (-1.26, 1.72, 1.48)
H (-1.61, -0.58, 2.79)
H (-0.48, 0.13, 3.92)
H (-1.75, -0.17, 0.59)
H (-1.77, -1.90, 0.49)
H (-1.45, 0.00, -1.59)
H (-1.49, -1.71, -1.76)
H (1.15, -0.39, -1.10)
H (0.87, -1.89, -1.87)
H (2.84, 1.34, -1.72)
H (3.32, -0.22, -1.04)
H (4.53, 0.85, -1.81)
H (4.25, -0.74, -5.01)
H (4.64, -1.68, -3.55)
H (5.33, -0.06, -3.79)
H (-0.11, 1.26, -0.58)
H (1.27, 2.34, -0.79)
H (-0.30, 2.99, -0.44)
H (0.17, -0.66, -5.42)
H (-0.17, -2.89, -5.59)
H (1.74, -4.02, -4.70)
H (2.21, -2.42, -5.27)
H (2.07, -2.74, -3.53)
C (2.73, 1.11, 8.92)
O (2.11, 1.08, 7.64)
C (2.40, -0.01, 6.91)
O (3.12, -0.91, 7.27)
O (1.77, 0.09, 5.75)
C (1.99, -1.02, 4.85)
H (2.41, 2.03, 9.39)
H (2.41, 0.26, 9.52)
H (3.82, 1.09, 8.83)
H (1.64, -1.95, 5.30)
H (3.04, -1.11, 4.60)
H (1.42, -0.80, 3.96)
C (-5.38, 2.77, 1.20)
O (-4.43, 1.91, 0.57)
C (-4.97, 0.98, -0.22)
O (-6.16, 0.84, -0.42)
O (-3.99, 0.26, -0.75)
C (-4.41, -0.79, -1.63)
H (-4.79, 3.46, 1.80)
H (-5.94, 3.32, 0.45)
H (-6.06, 2.20, 1.83)
H (-4.94, -0.39, -2.49)
H (-5.03, -1.51, -1.10)
H (-3.49, -1.26, -1.97)

Its highest occupied orbital energy is -4.6 eV. Its total charge is -1. The calculation puts the frontier orbital gap at 6.815 eV.



No. 12
Molecular formula: C3H3FN2S
Method: DFT, wB97M-V/def2-TZVPD

Cartesian coordinates (Å):
F (0.48, 1.41, -2.48)
C (0.13, 0.63, -1.39)
C (0.78, 0.68, -0.23)
N (-0.08, -0.12, 0.65)
S (-0.09, -0.26, 2.34)
C (-0.97, -0.70, -0.18)
N (-0.88, -0.30, -1.37)
H (1.62, 1.31, 0.26)
H (0.83, -1.26, 2.31)
H (-1.82, -1.39, 0.08)

Its highest occupied orbital energy is -9.5 eV. The SMILES is Fc1cn(S)cn1. The calculation puts the frontier orbital gap at 10.035 eV.



Q: What is the formula in the seventh record?
A: C3H5IO